(1)
A 2-piece molecular cluster, C4H12N2O overall at a distorted geometry. Source: the Open Molecules 2025 dataset; level of theory: ωB97M-V/def2-TZVPD.

The geometry in XYZ format:
```
19
Properties=species:S:1:pos:R:3:forces:R:3:mulliken_charge:R:1
O 2.798352 -0.053263 -0.110225 -0.28 -0.24 0.08 -0.519
N -1.405524 -0.420037 -0.948428 0.96 0.52 1.20 -0.481
N 0.260347 0.470540 0.553479 0.34 0.49 -0.17 -0.146
C 1.924706 0.285564 -0.884304 1.88 1.28 -2.11 -0.170
C -1.491108 -1.876921 -0.859245 0.12 0.00 -0.38 -0.832
C 0.718745 1.501503 1.460455 -0.96 0.80 0.32 -1.109
C -1.145803 0.216416 0.381263 -0.97 -0.71 -0.36 -0.551
H 1.790660 1.440761 1.608961 0.03 -0.19 0.04 0.340
H -1.406919 -2.284822 -1.868575 0.05 -0.04 0.06 0.338
H -0.499077 -0.169873 -1.335225 -0.42 -0.35 -1.03 0.253
H -2.473491 -2.177262 -0.494144 0.08 0.06 0.17 0.291
H 0.482677 2.510058 1.099171 0.10 -0.13 -0.42 0.336
H 1.741074 1.339234 -1.164087 0.01 0.06 0.47 0.274
H -1.711346 1.147924 0.383753 0.31 0.23 0.30 0.317
H -0.701483 -2.323516 -0.238502 -0.14 -0.09 0.02 0.318
H -1.556375 -0.438293 1.161781 -0.04 0.11 0.06 0.333
H 1.577905 -0.362603 -1.714953 -0.46 -0.54 0.58 0.286
H 0.914100 -0.289907 0.552248 -0.94 -0.87 0.96 0.365
H 0.182559 1.484498 2.416578 0.32 -0.40 0.20 0.356
```
Positions in Å, forces in eV/Å.

Computed properties:
HOMO level   -0.330 Eh
Spin multiplicity   1
E_LUMO   0.87 eV
Gap between HOMO and LUMO   9.84 eV
Relative energy (zero: lowest compared OMol25 entry of this formula, charge and spin)   3.311 eV
SMILES   CNCNC.C=O

=====

(2)
A 2-piece molecular cluster, C5H12O2 overall at a distorted geometry. Source: the Open Molecules 2025 dataset; level of theory: ωB97M-V/def2-TZVPD.

The geometry in XYZ format:
```
19
Properties=species:S:1:pos:R:3:forces:R:3:mulliken_charge:R:1
O -2.708308 -2.216563 -0.371367 -0.01 -0.44 0.04 -0.726
O 2.628066 1.084186 0.396980 0.02 1.24 -0.34 -0.804
C 1.002387 -0.812501 0.329907 -0.26 1.95 -1.02 -0.924
C -1.887554 1.563997 -0.356411 -2.65 2.44 -1.02 -1.168
C 2.237318 -0.106782 -0.298655 2.66 -1.46 3.23 -0.447
C 0.001041 0.332779 0.701860 -3.09 -2.74 1.26 -0.433
C -1.029004 0.562181 -0.355668 3.63 -1.60 -0.30 -0.684
H 2.169444 1.939445 0.230514 -0.20 -1.27 -0.27 0.397
H -2.121384 2.308865 0.383118 0.76 -0.12 0.96 0.369
H -2.684174 -1.591175 -1.102239 0.11 0.22 0.20 0.357
H -1.941300 -1.989372 0.170674 -0.15 0.26 -0.16 0.362
H 0.690819 -1.556563 -0.457509 -0.37 0.69 0.95 0.363
H -2.568924 1.797885 -1.163462 -0.04 -0.56 -0.59 0.202
H -0.749146 -0.122953 1.522491 1.64 0.41 -0.43 0.219
H 2.202527 -0.062488 -1.367907 -0.23 0.50 -0.60 0.373
H -0.791509 -0.172994 -1.149468 -0.89 0.79 -0.26 0.609
H 3.221050 -0.686252 0.024685 -1.90 0.21 -1.24 0.224
H 0.473259 1.144164 1.292843 -0.08 0.15 -0.70 0.248
H 1.134412 -1.288776 1.281160 1.04 -0.68 0.29 0.465
```
Positions in Å, forces in eV/Å.

Computed properties:
HOMO level (spin up / spin down)   0.048 / -0.158 Eh
Spin multiplicity   2
E_LUMO (spin up / spin down)   3.92 / 3.87 eV
Expectation value of S²   0.7521
Gap between HOMO and LUMO (spin up / spin down)   2.60 / 8.17 eV
Relative energy (zero: lowest compared OMol25 entry of this formula, charge and spin)   2.925 eV
Net charge   -1

=====

(3)
C37H27BrIMnN2O2PS as an isolated structure at a distorted geometry. Source: the Open Molecules 2025 dataset; level of theory: ωB97M-V/def2-TZVPD.

The geometry in XYZ format:
```
73
Properties=species:S:1:pos:R:3:forces:R:3:mulliken_charge:R:1
I -0.327983 2.405244 1.894046 0.19 -0.38 0.27 0.027
Br -1.070356 1.739237 -2.394536 -0.23 0.24 -0.46 -0.634
Mn -1.223010 0.849095 -0.227294 -1.08 -0.50 1.23 0.407
S -2.029040 -1.805669 0.514955 -0.04 0.49 -0.19 1.400
P 1.637316 0.802756 -0.305267 0.03 -0.16 -0.25 1.169
O -2.726370 -2.547027 1.526983 -0.07 -0.10 -0.13 -0.727
O -0.773744 -1.143879 0.923942 0.11 0.17 -0.01 -0.281
N -3.346740 1.943910 0.236000 0.77 -0.20 -0.27 0.285
N -2.816627 -0.605852 -0.158621 1.06 -0.06 -0.17 -0.340
C 3.910460 -1.882405 -2.517145 0.08 -0.05 -0.07 -0.734
C -1.588608 -2.904053 -0.813296 -0.04 0.09 0.17 0.133
C 3.371920 -0.683267 -2.072017 -0.06 0.04 0.05 -0.310
C 2.141990 0.625546 2.527090 0.21 -0.08 0.05 0.061
C 2.610080 3.478852 -3.258657 0.03 0.02 -0.09 -0.839
C 2.976281 4.558736 -1.149119 0.00 0.04 0.00 -0.725
C 3.521555 -3.084423 -1.946055 -0.02 -0.07 0.02 -0.681
C -6.775539 0.591561 0.532137 -0.11 -0.12 0.00 -0.922
C -0.888389 -4.572712 -2.887464 0.01 -0.07 -0.05 -0.456
C 2.967696 4.606144 -2.535408 0.00 0.03 0.07 -0.592
C 2.443247 -0.314166 4.782326 -0.09 -0.02 0.09 -0.824
C 2.284803 2.244537 -1.213957 -0.09 0.04 0.16 0.721
C -0.919478 -2.381394 -1.911800 0.00 0.06 -0.05 -0.053
C -4.852058 3.768146 0.581808 -0.15 0.08 0.02 -0.991
C 4.901753 0.316798 2.083776 0.10 -0.06 0.13 -1.089
C -4.136364 -0.298423 0.083592 -0.29 -0.05 0.04 0.055
C 0.303798 0.547202 4.133949 -0.05 0.08 -0.14 -0.602
C 4.047623 0.716326 1.045871 -0.20 0.04 -0.01 -0.286
C 2.053152 -1.895050 -0.468151 0.03 -0.04 -0.02 -0.787
C 0.818263 0.940201 2.933487 -0.29 0.33 -0.07 0.266
C -5.178830 -1.195256 0.192996 0.29 0.15 -0.08 -0.449
C 2.688840 0.821151 1.225277 -0.13 0.08 0.00 0.895
C 2.430278 -0.682266 -1.046869 -0.13 0.03 -0.06 0.934
C 1.120219 -0.134117 5.055505 0.12 -0.07 0.11 -0.884
C 2.595950 -3.090100 -0.912570 -0.01 0.06 -0.02 -0.642
C -6.487960 -0.741506 0.423459 -0.13 0.10 0.02 -0.794
C 4.370652 -0.064604 3.282197 0.07 -0.01 -0.06 -0.817
C -1.567424 -5.083999 -1.791175 0.01 0.02 -0.02 -0.726
C 2.635422 3.386829 -0.492740 0.08 -0.07 -0.07 -0.672
C -4.406023 1.093904 0.243573 -0.26 -0.09 0.08 0.224
C -3.569616 3.224498 0.403547 0.20 -0.10 -0.08 -0.243
C 2.988641 0.071600 3.535287 -0.19 0.09 -0.13 0.645
C -5.929023 2.928508 0.608402 0.07 -0.01 -0.03 -0.625
C -1.927597 -4.244120 -0.746206 -0.02 -0.01 0.15 -0.359
C 2.258667 2.308091 -2.606108 -0.05 0.00 0.01 -0.552
C -0.571314 -3.221415 -2.954779 0.00 0.00 0.08 -0.689
C -5.733203 1.539493 0.453280 0.26 -0.01 -0.03 0.927
H 3.245095 5.435626 -0.573750 0.00 0.00 -0.01 0.428
H -4.966841 4.837118 0.697910 0.01 -0.01 0.01 0.382
H -4.975545 -2.252621 0.101542 -0.03 -0.02 0.00 0.482
H -6.934503 3.305016 0.753075 0.01 0.03 0.01 0.419
H -0.606133 -5.230141 -3.700264 -0.02 0.00 0.00 0.407
H 2.585634 3.518177 -4.340295 -0.01 -0.03 0.01 0.412
H -2.698761 3.872242 0.398490 -0.03 0.02 -0.07 0.517
H -0.717912 0.784802 4.396712 0.02 0.05 0.00 0.420
H 3.103030 -0.752322 5.521416 0.00 -0.01 -0.01 0.391
H 0.702207 -0.443866 6.003819 0.00 -0.03 -0.01 0.405
H -7.284303 -1.470103 0.509564 0.00 0.01 -0.03 0.378
H 2.647783 3.359626 0.589311 0.01 0.00 0.01 0.333
H -0.048818 -2.821261 -3.813597 0.00 0.00 0.00 0.464
H 3.937261 -4.017809 -2.304650 0.02 0.02 -0.01 0.393
H 5.967017 0.245515 1.906734 -0.01 -0.01 -0.01 0.419
H -7.791239 0.932900 0.688514 0.01 0.00 0.02 0.378
H -2.460846 -4.612525 0.120960 0.03 -0.01 -0.02 0.492
H 4.462044 0.891398 0.060517 0.01 -0.04 -0.01 0.401
H 4.999142 -0.473215 4.064244 0.01 0.02 0.00 0.389
H 3.692889 0.248236 -2.519264 0.03 -0.04 0.00 0.482
H 4.645440 -1.883201 -3.312814 -0.02 0.05 -0.01 0.438
H 3.226943 5.524124 -3.046971 0.01 -0.02 -0.02 0.395
H -1.819739 -6.135178 -1.746532 0.00 0.00 -0.01 0.411
H 1.329329 -1.900715 0.335975 -0.09 0.00 0.01 0.214
H -0.688346 -1.323986 -1.956991 0.03 0.00 -0.06 0.191
H 2.281676 -4.024043 -0.463644 0.01 0.01 0.01 0.468
H 1.934168 1.453554 -3.184269 -0.02 0.02 0.01 0.671
```
Positions in Å, forces in eV/Å.

Computed properties:
HOMO level (spin up / spin down)   -0.279 / -0.276 Eh
Spin multiplicity   2
E_LUMO (spin up / spin down)   -0.17 / -0.17 eV
Expectation value of S²   0.8612
Gap between HOMO and LUMO (spin up / spin down)   7.43 / 7.35 eV

=====

(4)
One molecule with the formula C3H4N2O3 at a distorted geometry. Source: the Open Molecules 2025 dataset; level of theory: ωB97M-V/def2-TZVPD.

The geometry in XYZ format:
```
12
Properties=species:S:1:pos:R:3:forces:R:3:mulliken_charge:R:1
O 1.709003 -0.474944 -1.006485 -1.33 1.32 -0.16 -0.520
O -1.317331 -0.022436 -1.135754 1.63 0.03 0.83 -0.282
O -0.835319 0.661227 0.986646 -0.20 1.09 0.04 -0.297
N -0.368015 0.603517 -0.327006 0.16 -0.33 -1.84 0.255
N 1.347387 0.320981 1.121892 0.99 1.26 0.10 -0.493
C 0.304662 0.735037 1.699293 -2.01 -0.85 1.03 0.210
C 1.002962 0.126236 -0.231427 0.28 -1.90 0.73 0.549
C -1.227695 -1.426279 -0.896219 -1.49 -1.66 0.65 -0.563
H -1.504888 -1.662744 0.187520 0.54 0.40 -1.28 0.249
H -0.244486 -1.866150 -1.154668 -0.58 0.46 0.05 0.255
H 0.006278 1.029300 2.725314 1.16 -0.28 -0.50 0.354
H -2.042917 -1.892634 -1.507500 0.86 0.48 0.35 0.284
```
Positions in Å, forces in eV/Å.

Computed properties:
HOMO level   -0.377 Eh
Spin multiplicity   1
E_LUMO   0.26 eV
Gap between HOMO and LUMO   10.50 eV
Relative energy (zero: lowest compared OMol25 entry of this formula, charge and spin)   4.481 eV
SMILES   COn1ocnc1=O

=====

Number 1: energy -344.26334 a.u.. Number 2: energy -348.03950 a.u.. Number 3: energy -6448.40609 a.u.. Number 4: energy -451.81506 a.u..